(1)
The following is a quantum chemistry calculation of CH2N2O3S in the gas phase at a distorted geometry, from the Open Molecules 2025 dataset.

Energy above the lowest of the compared OMol25 structures with the same formula, charge and spin (kcal per mole): 58.7
LUMO level (hartree): 0.00912
Electronic energy (Eh): -772.613269

Last column: Löwdin charge in e.
Element x y z (Å)
C: 0.24511 1.23506 0.06005  -0.180
N: -0.93518 -0.57118 0.48996  -0.117
N: -0.74334 0.68802 0.66160  -0.059
O: 0.98596 0.40512 -0.66364  -0.080
O: 1.35834 -1.98254 0.11388  -0.268
O: -0.20811 -1.77846 -1.61211  -0.258
S: 0.30997 -1.17770 -0.44486  0.661
H: 0.56196 2.17483 0.27569  0.121
H: -1.57471 1.00684 1.11944  0.181


(2)
The following is a quantum chemistry calculation of a molecular structure, C13H30ClIrO3P2 at a distorted geometry, from the Open Molecules 2025 dataset.

Net charge: +3
LUMO level (alpha / beta) (hartree): -0.36679 / -0.56005
2S+1: 6
Electronic energy (Eh): -1984.951680

Last column: Löwdin charge in e.
Element x y z (Å)
C: 1.29088 -3.46795 -1.93237  -0.029
C: 0.79747 -2.80733 -0.74168  -0.765
H: 0.44775 -3.67074 -2.58909  0.119
H: 1.80352 -4.40929 -1.71944  0.130
H: 1.93913 -2.75369 -2.46787  0.108
O: -0.33605 -2.30667 -0.63231  0.006
Cl: 2.02884 -2.32784 0.37605  0.848
Ir: -1.25390 1.45731 0.11873  1.232
P: -0.76421 -0.86330 1.77724  0.903
C: -2.48717 -0.89216 2.40191  -0.214
C: -0.51151 -2.64955 2.17820  -0.255
H: -0.75893 -2.90629 3.21428  0.091
H: -0.01282 -0.88363 4.11475  0.093
H: 0.55276 -2.85488 2.03946  -0.015
H: 1.24493 -0.27030 2.99028  0.069
H: -3.07324 -1.37196 1.59958  0.077
H: -1.04058 -3.24925 1.42706  0.068
C: 0.17425 -0.23045 3.24748  -0.194
H: -2.55054 -1.49969 3.31964  0.095
H: -0.07013 0.81372 3.47520  0.028
H: -2.86695 0.12319 2.56644  0.041
P: 0.47835 1.15716 -1.66158  0.786
C: -0.43142 2.22025 -2.84785  -0.241
C: 1.94362 2.19949 -1.22635  -0.217
H: 2.23168 -0.39745 -2.45877  0.055
H: 1.62859 0.62972 -3.77246  0.088
H: 0.65679 -0.74810 -3.20318  0.056
C: 1.32863 0.05389 -2.88163  -0.212
H: 2.60548 1.58215 -0.60086  0.066
H: 2.49118 2.49887 -2.13568  0.090
H: 0.21167 2.53317 -3.68136  0.087
H: -0.83854 3.09303 -2.32137  0.038
H: 1.64208 3.07617 -0.63986  0.031
H: -1.26758 1.62064 -3.23394  0.066
C: -2.84834 1.11107 -0.62891  -0.339
O: -3.88387 0.85819 -1.13833  0.179
C: 0.50184 4.15847 2.61235  0.022
C: -0.47795 3.41085 1.72702  -0.686
C: -1.73224 2.94085 2.45755  -0.012
C: -0.87671 4.18380 0.46995  -0.002
O: 0.15683 2.22549 1.26206  -0.206
H: 0.02695 5.06829 3.00288  0.125
H: 1.38979 4.45180 2.05170  0.109
H: 0.80406 3.53950 3.46392  0.110
H: -2.30270 3.80880 2.77139  0.137
H: -2.41218 2.36702 1.79049  0.041
H: -1.49645 2.29099 3.30068  0.096
H: -0.01722 4.43629 -0.15119  0.106
H: -1.58564 3.60448 -0.16077  0.052
H: -1.41566 5.07784 0.76774  0.139


(3)
The following is a quantum chemistry calculation of a molecular structure, C35H34F3N5O7ReS2 at a distorted geometry, from the Open Molecules 2025 dataset.

Energy above the lowest of the compared OMol25 structures with the same formula, charge and spin (kcal per mole): 63.7
LUMO level (alpha / beta) (hartree): -0.04125 / -0.04415
2S+1: 2
Electronic energy (Eh): -3328.879947

Last column: Löwdin charge in e.
Element x y z (Å)
Re: 0.85748 -0.29161 -0.24506  1.409
N: 4.77420 -9.80401 -1.58046  0.159
C: 4.33058 -8.75593 -1.42429  -0.180
C: 3.77706 -7.44101 -1.22576  -0.227
C: 3.48125 -7.00526 0.06273  -0.012
C: 2.94660 -5.74224 0.24956  -0.010
C: 2.71738 -4.90818 -0.84019  -0.186
C: 3.01886 -5.34923 -2.12521  -0.004
C: 3.54221 -6.61534 -2.32171  -0.008
C: 2.15468 -3.54609 -0.63252  -0.049
C: 3.00397 -2.46744 -0.89714  -0.237
C: 4.36281 -2.52339 -1.30532  -0.019
C: 4.80602 -1.22732 -1.43086  -0.062
C: 3.71514 -0.40142 -1.09103  -0.125
N: 2.64601 -1.12810 -0.77216  -0.110
C: 0.83718 -3.45786 -0.18861  -0.252
C: -0.07490 -4.51367 0.08030  -0.010
C: -1.26246 -3.93679 0.46254  -0.053
C: -1.05815 -2.54092 0.40065  -0.120
N: 0.18136 -2.24944 0.02769  -0.116
H: 3.67022 -7.65467 0.90629  0.122
H: 2.71127 -5.39460 1.24708  0.126
H: 2.83425 -4.69891 -2.97013  0.133
H: 3.77058 -6.96714 -3.31826  0.124
H: 4.92436 -3.42665 -1.47825  0.111
H: 5.78581 -0.89232 -1.72695  0.097
H: 3.66789 0.67735 -1.06741  0.111
H: 0.14013 -5.56460 -0.02469  0.113
H: -2.18153 -4.43034 0.72939  0.099
H: -1.77790 -1.75640 0.59261  0.115
O: -1.39588 -0.22888 -4.16826  -0.221
S: -0.55504 0.20417 -3.11555  0.490
O: 0.10940 -0.82196 -2.31460  -0.395
O: 0.23935 1.38620 -3.31206  -0.275
O: -1.64217 0.78046 -1.82858  -0.397
C: 4.66155 -0.44981 5.62598  -0.041
C: 3.19676 0.00658 5.68875  -0.563
C: 3.14750 1.40785 6.29582  -0.065
C: 2.40335 -0.94859 6.59065  -0.042
C: 2.60569 -0.02732 4.28893  -0.157
C: 2.56129 -1.24225 3.56087  0.005
C: 2.04973 -1.27976 2.29927  -0.080
N: 1.54870 -0.18362 1.66262  -0.086
C: 1.58253 0.98573 2.34235  -0.194
C: 2.10265 1.07282 3.63968  0.050
C: 1.04921 2.09960 1.59758  -0.187
C: 0.79803 3.36439 2.12526  0.044
C: 0.24165 4.36702 1.35739  -0.142
C: -0.03612 4.05103 0.01799  0.013
C: 0.21953 2.79080 -0.45699  -0.090
N: 0.73815 1.80312 0.30315  -0.039
C: -0.05623 5.73252 1.96513  -0.555
C: -0.67976 6.68614 0.94595  -0.058
C: 1.25045 6.34946 2.48264  -0.040
C: -1.03755 5.55337 3.13196  -0.035
H: 5.09773 -0.44298 6.62651  0.088
H: 5.24838 0.21575 4.99050  0.093
H: 4.75089 -1.46133 5.22832  0.079
H: 3.57839 1.38402 7.29760  0.088
H: 2.12222 1.77295 6.38488  0.089
H: 3.72262 2.12394 5.70546  0.088
H: 2.82320 -0.94434 7.59841  0.088
H: 2.43548 -1.97430 6.22148  0.079
H: 1.35658 -0.64621 6.65455  0.093
H: 2.93749 -2.16276 3.98539  0.115
H: 2.01720 -2.20341 1.74182  0.098
H: 2.11799 2.03941 4.12042  0.101
H: 1.01726 3.54692 3.16794  0.110
H: -0.46209 4.77351 -0.66038  0.111
H: 0.03706 2.53123 -1.48704  0.083
H: -0.01260 6.86958 0.10206  0.090
H: -0.87929 7.64528 1.42563  0.089
H: -1.62648 6.30283 0.56124  0.086
H: 1.96862 6.47913 1.67121  0.093
H: 1.71426 5.72639 3.24867  0.078
H: 1.04990 7.32814 2.92204  0.088
H: -1.97148 5.10358 2.79038  0.090
H: -1.26718 6.52405 3.57514  0.089
H: -0.62224 4.91702 3.91461  0.080
F: -3.98548 2.88981 1.12648  0.183
C: -3.86524 2.80840 -0.19358  -0.737
F: -3.04381 3.77204 -0.60220  0.173
F: -5.05432 2.99789 -0.74566  0.193
S: -3.17560 1.02505 -1.98986  0.570
O: -3.42733 2.09723 -2.87999  -0.191
O: -3.88024 -0.19858 -2.04932  -0.193
O: -3.36076 1.55373 -0.45366  -0.056


(4)
The following is a quantum chemistry calculation of 5 unconnected molecules or ions with the total composition C34H26FNO20 at a distorted geometry, from the Open Molecules 2025 dataset.

LUMO level (hartree): -0.07338
SMILES string: CCCCC1=C(ON=O)C(=O)C=C(F)C1=O.O=C1C=C(O)C(=O)C=C1O.O=C1C=C(O)C(=O)C=C1O.O=C1C=C(O)C(=O)C=C1O.O=C1C=C(O)C(=O)C=C1O
Electronic energy (Eh): -2970.374728

Last column: Löwdin charge in e.
Element x y z (Å)
C: -2.08571 9.64288 5.19424  -0.126
C: -1.64730 9.55650 3.63926  -0.242
C: -2.05618 8.17855 2.92833  -0.189
C: -0.82941 7.32342 2.35132  -0.123
C: 0.23673 7.06938 3.51741  -0.012
C: 0.10244 5.97232 4.42212  -0.079
O: -1.01834 5.07368 4.21016  -0.067
N: -0.45813 3.92297 3.67856  0.017
O: -0.88894 3.74818 2.58001  0.076
C: 1.13690 5.72967 5.62680  -0.233
O: 0.94706 4.78787 6.43969  0.059
C: 2.38029 6.68743 5.83087  0.094
C: 2.54114 7.76141 4.93345  -0.100
F: 3.61974 8.65577 5.06886  0.033
C: 1.50152 8.02176 3.73523  -0.197
O: 1.76244 8.97919 2.97980  0.079
H: -1.74329 8.72548 5.78546  0.071
H: -1.55420 10.55509 5.64441  0.076
H: -3.21252 9.80586 5.21618  0.075
H: -0.54114 9.81673 3.57985  0.089
H: -2.22256 10.38980 3.10215  0.106
H: -2.63769 7.52391 3.65794  0.115
H: -2.74820 8.41939 2.04779  0.114
H: -1.27074 6.30820 2.02597  0.109
H: -0.34886 7.75830 1.40945  0.130
H: 3.13556 6.51128 6.65758  0.141
O: -4.03153 -1.05467 -1.42289  0.104
C: -3.02540 -0.51647 -0.99497  -0.297
C: -1.67826 -0.93948 -1.39164  0.092
C: -0.60125 -0.33520 -0.88718  -0.194
O: 0.65644 -0.71460 -1.24726  0.060
C: -0.72265 0.78093 0.09266  -0.303
O: 0.28494 1.29547 0.54473  0.118
C: -2.06941 1.22007 0.47109  0.082
C: -3.14802 0.61836 -0.03580  -0.214
O: -4.40360 1.01607 0.30322  0.102
H: -1.60297 -1.75230 -2.10190  0.139
H: 1.25910 -0.12916 -0.74659  0.134
H: -2.14421 2.04273 1.16924  0.117
H: -5.00640 0.42773 -0.19250  0.112
O: 2.52084 -2.90723 -1.11814  0.120
C: 2.56007 -3.71107 -2.03175  -0.300
C: 3.24125 -5.00426 -1.91090  0.079
C: 3.27838 -5.85421 -2.93899  -0.209
O: 3.90581 -7.06311 -2.83768  0.081
C: 2.63768 -5.52354 -4.24310  -0.313
O: 2.70798 -6.31706 -5.16593  0.112
C: 1.93591 -4.24161 -4.35942  0.077
C: 1.89415 -3.39133 -3.32922  -0.215
O: 1.24322 -2.20020 -3.42506  0.083
H: 3.70435 -5.23282 -0.96021  0.124
H: 3.79366 -7.48713 -3.71114  0.123
H: 1.46003 -4.02212 -5.30577  0.137
H: 1.35300 -1.76195 -2.55168  0.070
O: 7.09957 -7.71105 -2.40753  0.115
C: 7.36949 -8.07037 -1.27524  -0.308
C: 8.46592 -9.00022 -0.98581  0.077
C: 8.71956 -9.38278 0.26749  -0.224
O: 9.73450 -10.24247 0.55201  0.095
C: 7.90323 -8.88668 1.41181  -0.314
O: 8.15282 -9.27230 2.54080  0.110
C: 6.82233 -7.93855 1.12592  0.079
C: 6.57030 -7.55293 -0.12706  -0.212
O: 5.57260 -6.67228 -0.40768  0.077
H: 9.04929 -9.35451 -1.82495  0.137
H: 9.70954 -10.36150 1.52143  0.116
H: 6.24897 -7.57259 1.96715  0.137
H: 5.59153 -6.55651 -1.38082  0.088
O: -8.44185 -3.10388 -5.68681  0.112
C: -8.16643 -2.18351 -4.93721  -0.312
C: -9.17678 -1.24196 -4.44344  0.077
C: -8.83153 -0.23651 -3.63648  -0.223
O: -9.75737 0.64343 -3.16801  0.094
C: -7.41718 -0.03137 -3.21223  -0.307
O: -7.13584 0.90957 -2.48833  0.106
C: -6.41155 -0.98587 -3.68613  0.077
C: -6.75666 -1.99376 -4.49030  -0.217
O: -5.83540 -2.88942 -4.93642  0.099
H: -10.19868 -1.40069 -4.76051  0.137
H: -9.25901 1.27203 -2.61049  0.116
H: -5.39255 -0.83567 -3.35624  0.114
H: -6.33252 -3.51450 -5.49897  0.116